Arrangement 1

Computed, not measured: C6H13N4O as an isolated structure, with wB97M-V/def2-TZVPD.

Cartesian coordinates (Å):
C1 1.8977 1.2734 0.3389
C2 2.9377 -0.4855 -0.6381
C3 -2.4279 -0.3324 0.1200
C4 -1.0511 -0.9308 -0.4115
C5 2.0170 -0.9889 0.4500
C6 -1.0718 1.3204 -0.5594
N1 2.9403 0.9522 -0.2916
N2 -1.9672 1.0178 0.5579
N3 -0.1548 0.1580 -0.7474
N4 1.0779 0.1076 0.6027
O1 0.4846 0.0597 1.7634
H1 1.6844 2.2443 0.7802
H2 4.0110 -0.9211 -0.4971
H3 2.8792 -0.7885 -1.6731
H4 -3.0989 -0.2238 -0.7236
H5 -2.9853 -0.9873 0.8862
H6 -0.7557 -1.6965 0.2654
H7 -1.2945 -1.5571 -1.3779
H8 1.6280 -1.9500 0.2121
H9 2.5616 -1.2663 1.2887
H10 -1.6834 1.3271 -1.6085
H11 -0.5211 2.2502 -0.4649
H12 -2.6286 1.6919 0.5724
H13 -0.3901 0.5053 1.7960

Results
**Charge**: +1
**HOMO level**: -14.173 eV
**Multiplicity**: 1
**Frontier orbital gap**: 9.59 eV

Arrangement 2

Computed, not measured: a 2-piece molecular cluster, C6H13N4O overall, with wB97M-V/def2-TZVPD.

Cartesian coordinates (Å):
C1 1.3502 1.6917 -0.0587
C2 1.2084 0.2616 0.0595
C3 -0.1476 0.0577 -0.1451
C4 3.6366 -0.1806 -0.0247
C5 2.2190 -0.8349 0.2315
C6 -0.9119 -1.2820 -0.2048
N1 0.2016 2.2006 -0.2966
N2 -0.7912 1.2749 -0.2542
N3 -2.1701 -1.2189 -0.6749
N4 -3.4980 1.3317 0.5011
O1 -0.4225 -2.4260 0.1914
H1 2.2876 2.2587 -0.0027
H2 3.9442 0.0590 -1.0475
H3 4.3181 -0.9477 0.3588
H4 3.6374 0.6900 0.5569
H5 2.2149 -1.1636 1.2342
H6 2.0411 -1.5789 -0.4210
H7 -1.7616 1.5116 -0.4639
H8 -2.8059 -2.0184 -0.6165
H9 -2.3919 -0.3979 -1.1141
H10 -4.1014 0.5564 0.3377
H11 -4.0287 2.2255 0.6690
H12 -3.1175 1.1257 1.3735
H13 -0.9108 -3.1961 -0.1887

Results
**Charge**: +1
**HOMO level**: -13.170 eV
**Multiplicity**: 1
**Frontier orbital gap**: 8.71 eV

Which is most stable? The ranking, best first, is arrangement 2, arrangement 1.

Arrangement 1

Computed, not measured: a 2-piece molecular cluster, BrNO3 overall, with wB97M-V/def2-TZVPD.

Cartesian coordinates (Å):
N1 -1.1042 -0.3028 -0.0525
O1 -2.1118 0.2382 -0.1239
O2 -0.3994 -1.1570 0.0309
O3 1.5630 1.4045 0.0030
Br1 2.0523 -0.1830 0.1425

Results
**Charge**: 0
**HOMO level (spin up / spin down)**: -8.188 / -7.213 eV
**Multiplicity**: 1
**Frontier orbital gap (spin up / spin down)**: 5.64 / 3.57 eV

Arrangement 2

Computed, not measured: a single BrNO3 molecule, with wB97M-V/def2-TZVPD.

Cartesian coordinates (Å):
N1 -0.1331 0.0894 -0.2057
O1 0.5055 -0.4926 0.9736
O2 -0.0133 1.2548 -0.3102
O3 -0.6813 -0.7164 -0.9165
Br1 1.9145 0.0944 2.6770

Results
**Charge**: 0
**HOMO level (spin up / spin down)**: -11.699 / -11.710 eV
**Multiplicity**: 1
**Frontier orbital gap (spin up / spin down)**: 7.32 / 7.32 eV

Which is most stable? The ranking, best first, is arrangement 2, arrangement 1.

Arrangement 1

Computed, not measured: an isolated ion of composition C7H14N and charge +1, with wB97M-V/def2-TZVPD.

Cartesian coordinates (Å):
C1 -1.5656 -0.7011 -2.1917
C2 -1.0448 -1.6192 -1.4871
C3 -1.2924 -0.2588 -0.8016
C4 -0.8226 1.9834 0.2988
C5 1.9138 -0.7686 -0.2240
C6 -0.2144 0.7916 -0.4982
C7 0.8705 0.2024 0.3921
N1 0.1402 -0.6165 1.3614
H1 -1.8699 -0.3659 -3.2408
H2 -0.9401 -2.7123 -1.4238
H3 -2.1253 -0.1544 -0.2413
H4 -1.1003 1.6411 1.2813
H5 0.0368 2.5823 0.4216
H6 -1.5913 2.3835 -0.2635
H7 1.3822 -1.6394 -0.5816
H8 2.6280 -1.1404 0.4719
H9 2.3902 -0.2117 -0.9464
H10 0.1610 1.1755 -1.5049
H11 1.4879 1.0088 0.7513
H12 0.7519 -1.1244 2.0392
H13 -0.2093 -1.3892 0.6550
H14 -0.7009 -0.1334 1.6958

Results
**Charge**: +1
**HOMO level**: -13.678 eV
**Multiplicity**: 1
**Frontier orbital gap**: 10.49 eV

Arrangement 2

Computed, not measured: an isolated ion of composition C7H14N and charge +1, with wB97M-V/def2-TZVPD.

Cartesian coordinates (Å):
C1 -1.3239 1.4606 0.0925
C2 0.1009 1.4574 0.4280
C3 0.7890 0.0248 0.4624
C4 1.8288 -0.2040 1.2677
C5 0.6867 -0.2675 -2.0238
C6 0.5823 -0.8071 -0.7937
C7 0.2562 -2.2147 -0.5954
N1 -2.1390 0.5577 0.9650
H1 -1.5125 1.2094 -1.0049
H2 -1.8250 2.4726 0.1524
H3 0.1590 1.7566 1.4905
H4 0.7823 2.0989 -0.1499
H5 2.0441 0.4993 2.0492
H6 2.4440 -1.0543 1.1883
H7 1.2909 0.4923 -2.4854
H8 0.4828 -1.0043 -2.8057
H9 0.8821 -2.5999 0.2515
H10 0.4478 -2.7342 -1.5438
H11 -0.7658 -2.4390 -0.3721
H12 -1.6406 -0.3706 0.6244
H13 -3.0912 0.5186 0.5764
H14 -2.1082 0.8260 1.9456

Results
**Charge**: +1
**HOMO level**: -12.646 eV
**Multiplicity**: 1
**Frontier orbital gap**: 8.97 eV

Which is most stable? The ranking, best first, is arrangement 2, arrangement 1.